Formula: C22H26N2O4S
Source: the Open Molecules 2025 dataset
Level of theory: wB97M-V/def2-TZVPD

Values from the calculation:
- E_tot (a.u.) = -1662.6014
- gap between HOMO and LUMO (Ha) = 0.30242
- SMILES = CCCCN(Cc1cc2cc(OC)ccc2[nH]c1=O)S(=O)(=O)c1ccc(C)cc1
- relative energy (zero: lowest compared OMol25 entry of this formula, charge and spin) (eV) = 1.755
- strongest force on any atom (hartree/bohr) = 0.021

Atoms and positions in Å:
C (-3.8139, -3.5819, 0.3420)
C (-3.4575, -2.9270, -0.9874)
C (-2.0364, -3.2525, -1.4449)
H (-1.9022, -2.8932, -2.4682)
C (-0.9616, -2.6264, -0.5508)
N (-1.0483, -1.1859, -0.5267)
S (-1.2473, -0.3967, 0.9332)
O (-0.1663, 0.5228, 1.1627)
O (-1.4895, -1.4021, 1.9315)
C (-2.7563, 0.5232, 0.6688)
C (-3.9455, -0.0147, 1.1235)
C (-5.1303, 0.6614, 0.8965)
C (-5.1341, 1.8758, 0.2168)
C (-3.9239, 2.4032, -0.2202)
C (-2.7320, 1.7347, 0.0048)
H (-1.7927, 2.1495, -0.3258)
H (-3.9109, 3.3487, -0.7421)
C (-6.4170, 2.6150, -0.0099)
H (-6.3464, 3.2572, -0.8841)
H (-7.2458, 1.9235, -0.1419)
H (-6.6383, 3.2432, 0.8533)
H (-6.0623, 0.2450, 1.2504)
H (-3.9222, -0.9487, 1.6603)
C (-0.4483, -0.4245, -1.6045)
C (0.8961, 0.1413, -1.2291)
C (1.9795, -0.6244, -0.9807)
C (3.2056, -0.0664, -0.5031)
C (4.3334, -0.8367, -0.2255)
C (5.4901, -0.2556, 0.2725)
C (5.5194, 1.1238, 0.5015)
C (4.4114, 1.8988, 0.2289)
C (3.2492, 1.3226, -0.2770)
N (2.1474, 2.0747, -0.5830)
C (0.9571, 1.5937, -1.0586)
O (0.0529, 2.3653, -1.3403)
H (2.1759, 3.0703, -0.3969)
H (4.4442, 2.9633, 0.4096)
H (6.4040, 1.5998, 0.8932)
O (6.5332, -1.1017, 0.5038)
C (7.7272, -0.5745, 1.0286)
H (8.4001, -1.4238, 1.1360)
H (8.1777, 0.1578, 0.3504)
H (7.5685, -0.1145, 2.0093)
H (4.3181, -1.9023, -0.3908)
H (1.9369, -1.6966, -1.1114)
H (-0.3639, -1.0789, -2.4752)
H (-1.1124, 0.4090, -1.8550)
H (-1.0887, -2.9557, 0.4795)
H (0.0296, -2.9499, -0.8904)
H (-1.8897, -4.3346, -1.4475)
H (-4.1575, -3.2686, -1.7543)
H (-3.5585, -1.8431, -0.8999)
H (-4.8509, -3.3736, 0.5967)
H (-3.1812, -3.2034, 1.1402)
H (-3.6875, -4.6611, 0.2812)

Atomic forces in eV per Å
C 0.002 0.150 -0.198
C 0.124 -0.192 -0.004
C -0.039 0.278 0.137
H 0.058 -0.076 -0.080
C -0.190 -0.642 0.073
N -0.077 0.439 0.982
S -0.192 -0.173 -0.110
O -0.386 0.092 -0.186
O -0.245 -0.010 -0.183
C 0.471 -0.219 0.160
C -0.064 -0.145 0.114
C 0.117 0.031 -0.040
C 0.051 -0.029 -0.033
C -0.032 -0.143 0.049
C 0.134 0.164 -0.019
H 0.093 0.093 -0.064
H 0.009 0.101 -0.062
C 0.016 0.025 0.064
H -0.052 0.049 -0.056
H -0.086 -0.002 -0.028
H -0.078 0.064 0.017
H -0.088 -0.054 0.041
H -0.086 -0.145 0.076
C 0.003 0.473 -0.115
C 0.431 -0.351 -0.240
C -0.491 0.279 -0.295
C 0.350 0.435 0.237
C 0.193 0.205 0.108
C -0.218 0.001 -0.094
C 0.140 -0.205 0.025
C -0.203 -0.063 -0.085
C 0.539 -0.573 0.084
N -0.251 0.416 0.077
C 0.426 0.200 -0.130
O -0.238 0.131 -0.069
H -0.110 -0.168 -0.118
H 0.012 0.117 0.016
H 0.084 0.022 0.035
O -0.208 -0.127 -0.089
C 0.157 0.064 0.064
H -0.007 0.100 0.014
H -0.021 -0.013 0.033
H 0.005 0.000 -0.036
H -0.014 -0.158 -0.023
H -0.057 -0.131 -0.036
H -0.103 0.039 0.093
H 0.142 -0.106 -0.197
H 0.112 -0.208 -0.132
H -0.015 0.068 0.093
H 0.050 -0.061 -0.082
H -0.007 0.106 -0.009
H -0.088 0.020 -0.106
H -0.089 -0.019 0.110
H 0.023 -0.019 0.172
H -0.006 -0.134 0.047

Results of the natural (NBO) charge analysis, in e, for atoms 1 through 5: C -0.619; C -0.402; C -0.402; H 0.197; C -0.220


Formula: C22H26N2O4S
Source: the Open Molecules 2025 dataset
Level of theory: wB97M-V/def2-TZVPD

Values from the calculation:
- E_tot (a.u.) = -1662.6198
- gap between HOMO and LUMO (Ha) = 0.33716
- relative energy (zero: lowest compared OMol25 entry of this formula, charge and spin) (eV) = 1.253
- strongest force on any atom (hartree/bohr) = 0.030

Atoms and positions in Å:
C (3.2780, -1.4923, 6.6279)
H (3.2467, -1.3727, 7.7083)
H (3.9451, -0.7396, 6.2138)
H (3.6863, -2.4739, 6.3983)
C (1.8762, -1.3462, 6.0319)
C (1.9211, -1.5104, 4.5402)
C (2.1337, -0.4185, 3.7093)
C (2.2207, -0.5634, 2.3371)
C (2.0935, -1.8258, 1.7696)
C (1.8843, -2.9292, 2.5927)
C (1.7997, -2.7682, 3.9607)
H (1.6336, -3.6316, 4.5886)
H (1.7800, -3.9100, 2.1508)
N (2.1888, -2.0569, 0.3894)
C (2.0763, -1.1636, -0.6123)
O (1.8699, 0.0349, -0.4825)
C (2.1662, -1.8040, -1.9771)
H (2.1787, -1.0580, -2.7666)
H (3.0321, -2.4596, -2.0569)
S (0.6892, -2.9157, -2.2580)
O (0.7618, -3.8560, -1.1309)
C (-0.6220, -1.6912, -1.7781)
C (-0.7793, -0.5949, -2.8129)
O (-1.5823, -0.6883, -3.7190)
N (0.0752, 0.4408, -2.6733)
H (0.6667, 0.5098, -1.8480)
C (-0.1131, 1.6561, -3.4218)
H (0.8443, 2.0139, -3.8072)
H (-0.7743, 1.4260, -4.2594)
C (-0.7588, 2.7775, -2.5577)
C (-1.9304, 2.1896, -1.8232)
C (-1.7550, 1.5602, -0.5982)
C (-2.8187, 0.9179, 0.0097)
C (-4.0629, 0.9107, -0.5985)
C (-4.2473, 1.5599, -1.8060)
C (-3.1836, 2.1931, -2.4284)
C (-3.3086, 2.9542, -3.7121)
C (-2.4139, 4.1888, -3.5904)
O (-1.0513, 3.8665, -3.4197)
H (-2.4479, 4.8000, -4.4956)
H (-2.7641, 4.7964, -2.7402)
H (-4.3413, 3.2540, -3.8930)
H (-2.9761, 2.3384, -4.5515)
H (-5.2195, 1.5680, -2.2769)
H (-4.8922, 0.4055, -0.1258)
H (-2.6762, 0.4227, 0.9591)
H (-0.7846, 1.5724, -0.1215)
H (-0.0083, 3.1308, -1.8350)
H (-0.3981, -1.3068, -0.7859)
H (-1.5403, -2.2771, -1.7465)
H (2.0884, -3.0345, 0.1202)
H (2.3827, 0.2963, 1.7087)
H (2.2320, 0.5670, 4.1411)
H (1.2198, -2.1017, 6.4681)
H (1.4792, -0.3611, 6.2844)

Atomic forces in eV per Å
C -0.204 0.038 0.073
H 0.078 0.000 0.119
H 0.099 0.046 -0.022
H 0.082 -0.077 -0.009
C 0.235 -0.036 0.016
C -0.155 0.053 0.070
C -0.032 -0.214 0.064
C 0.048 0.106 -0.172
C -0.067 0.188 0.388
C 0.017 0.075 -0.123
C 0.026 0.108 -0.029
H -0.029 -0.099 0.069
H -0.022 -0.115 -0.046
N 0.151 -0.274 -0.011
C 0.025 -0.306 -0.224
O 0.086 0.266 0.193
C -0.541 -0.218 -0.287
H 0.049 0.046 0.058
H -0.064 -0.096 -0.066
S 0.113 1.506 -0.214
O -0.105 -1.088 0.666
C 0.254 -0.414 -0.280
C 0.156 -0.029 -0.014
O -0.280 -0.130 -0.096
N 0.308 0.359 0.067
H -0.074 -0.265 -0.052
C -0.128 0.329 -0.199
H -0.073 0.008 -0.047
H 0.106 0.104 0.066
C 0.301 -0.352 0.009
C -0.139 0.185 0.079
C -0.076 0.121 -0.036
C 0.052 -0.106 0.113
C -0.102 -0.045 0.021
C 0.038 -0.028 -0.014
C 0.037 0.018 0.011
C 0.282 0.174 0.064
C -0.407 0.219 -0.144
O 0.201 -0.220 -0.012
H -0.061 -0.029 0.106
H 0.019 -0.057 -0.150
H -0.005 0.001 -0.022
H -0.038 0.022 -0.082
H -0.116 0.009 -0.046
H -0.074 -0.031 0.049
H 0.006 -0.035 0.089
H 0.113 0.006 0.072
H -0.144 -0.078 -0.045
H 0.097 -0.044 0.101
H 0.086 -0.010 -0.045
H 0.021 0.248 -0.124
H -0.003 0.016 -0.025
H 0.004 0.117 0.051
H -0.068 0.070 0.007
H -0.084 -0.044 0.015

Results of the natural (NBO) charge analysis, in e, for atoms 1 through 5: C -0.592; H 0.208; H 0.205; H 0.205; C -0.414


Formula: C22H26N2O5S
Source: the Open Molecules 2025 dataset
Level of theory: wB97M-V/def2-TZVPD

Values from the calculation:
- E_tot (a.u.) = -1737.1858
- gap between HOMO and LUMO (Ha) = 0.29458
- SMILES = COc1ccccc1OCC(=O)Nc1sc2c(c1C(=O)NC[C@@H]1CCCO1)CCC2
- relative energy (zero: lowest compared OMol25 entry of this formula, charge and spin) (eV) = 19.347
- strongest force on any atom (hartree/bohr) = 0.318

Atoms and positions in Å:
C (-1.8226, -0.3092, 2.1849)
H (-2.1283, -1.3310, 2.0142)
H (-1.8973, 0.1727, 3.0793)
H (-0.7448, -0.3704, 1.8891)
O (-2.3801, 0.3610, 0.9600)
C (-3.8017, 0.6708, 1.1498)
C (-4.7390, 0.1252, 2.1920)
C (-6.0200, 0.5704, 1.8034)
C (-6.5232, 1.3787, 0.8117)
C (-5.5431, 1.8091, -0.0393)
C (-4.2909, 1.7675, 0.0760)
O (-3.4584, 2.1912, -0.9810)
C (-3.1452, 1.0829, -2.1236)
C (-2.3983, 0.0784, -1.5992)
O (-2.9680, -1.1111, -1.6374)
N (-1.1655, 0.1288, -1.3065)
C (-0.2717, -1.0219, -0.9211)
C (1.0059, -0.8035, -0.6084)
C (1.6424, -1.8817, -0.2571)
C (0.5545, -2.9085, -0.0235)
S (-1.0186, -2.4343, -0.7767)
C (0.9772, -4.1712, 0.5035)
H (0.4394, -4.6118, 1.1483)
H (1.1385, -4.9197, -0.3089)
C (2.4653, -3.7008, 0.6910)
H (3.3047, -4.6143, 0.7486)
H (2.3814, -3.9174, 2.0080)
C (2.8939, -2.3616, 0.2502)
H (3.2771, -1.9091, 1.1141)
H (3.5646, -2.7231, -0.4942)
C (1.7526, 0.6322, -0.9571)
O (1.1227, 1.5254, -1.3660)
N (3.1140, 0.5205, -0.7474)
H (3.5017, -0.4772, -0.4288)
C (3.8769, 1.5923, -0.7735)
H (4.7217, 1.7581, -1.5119)
H (3.2973, 2.5190, -1.1806)
C (4.5754, 1.8564, 0.8645)
C (5.6052, 2.9994, 0.6136)
H (5.5730, 3.5386, 1.6807)
C (6.9905, 2.1193, 0.4388)
H (6.8693, 2.1162, -0.5575)
C (6.5644, 0.8234, 1.0166)
H (6.9315, 0.7785, 2.0639)
O (5.1590, 0.6960, 0.8679)
H (7.3224, -0.0432, 0.4985)
H (7.8849, 2.5883, 0.6882)
H (5.5218, 3.5799, -0.0942)
H (3.8192, 2.0896, 1.2439)
H (-0.7388, 1.1313, -1.4183)
H (-2.5564, 1.9056, -2.7670)
H (-4.1087, 1.0311, -2.5059)
H (-5.7371, 2.5423, -0.9395)
H (-7.4544, 1.5015, 0.9319)
H (-6.5651, 0.0754, 2.7728)
H (-4.2669, -0.2861, 3.0379)

Atomic forces in eV per Å
C 1.874 -1.316 -5.936
H -0.549 -0.388 1.163
H -0.902 1.284 2.328
H -0.593 0.269 0.533
O -3.337 0.874 3.595
C 1.300 1.248 -0.799
C 3.642 4.240 -7.069
C -1.054 -2.991 6.177
C 6.873 -3.170 1.838
C -6.620 4.979 -4.320
C 8.264 -5.970 1.962
O 0.256 -1.267 0.700
C -0.410 10.195 -0.027
C -2.012 -9.886 -0.373
O 0.996 2.817 0.365
N 5.502 2.850 0.047
C -4.284 6.889 -2.233
C 1.675 7.387 -2.672
C -4.127 -6.423 2.637
C 0.268 2.625 -2.529
S 1.644 -3.271 2.328
C 6.182 1.681 -7.891
H -3.381 -2.767 5.633
H -0.875 0.133 0.046
C 1.148 -7.391 8.743
H -2.085 2.353 -1.360
H 0.742 1.828 -2.937
C -0.154 -1.959 -0.188
H 1.154 1.338 0.648
H 1.323 1.170 -0.910
C 0.540 -6.726 1.990
O -1.087 3.731 -1.197
N -2.440 -5.822 0.154
H -1.095 3.448 -0.956
C 2.916 7.826 0.136
H -0.230 -1.432 0.844
H 0.178 -1.525 1.248
C 8.820 1.366 -13.689
C 2.271 -6.310 12.013
H 0.505 -0.404 -2.414
C -4.501 1.694 1.480
H 0.692 -0.769 -3.951
C 3.891 -2.392 0.174
H -0.819 -0.089 -0.155
O 3.323 -4.990 2.455
H -2.965 1.721 1.044
H 1.390 0.537 0.936
H -1.472 5.884 -7.120
H -11.101 2.659 7.453
H -0.287 -2.831 0.623
H -0.984 -2.322 0.981
H -1.351 -1.507 -0.829
H -0.552 -1.491 1.526
H -6.919 1.599 -0.421
H -0.631 1.731 -2.780
H -0.549 -0.948 0.955

Results of the natural (NBO) charge analysis, in e, for atoms 1 through 5: C -0.272; H 0.203; H 0.188; H 0.201; O -0.545


Formula: C22H27
Source: the Open Molecules 2025 dataset
Level of theory: wB97M-V/def2-TZVPD

Values from the calculation:
- E_tot (a.u.) = -854.2066
- gap between HOMO and LUMO (Ha) = 0.22025
- relative energy (zero: lowest compared OMol25 entry of this formula, charge and spin) (eV) = 0.312
- net charge = +1
- strongest force on any atom (hartree/bohr) = 0.040

Atoms and positions in Å:
C (-0.7471, 5.2702, 5.9736)
C (-1.2839, 5.8485, 4.6909)
C (-2.6516, 6.0854, 4.5501)
C (-3.1451, 6.6572, 3.3851)
C (-2.2650, 6.9787, 2.3391)
C (-2.9352, 7.6379, 1.1568)
C (-2.6020, 7.2653, -0.2773)
C (-3.3263, 7.9419, -1.2751)
C (-3.0288, 7.7093, -2.6191)
C (-2.0010, 6.8045, -2.9835)
C (-1.2506, 6.1910, -1.9620)
C (-1.6204, 6.3396, -0.6159)
C (-0.8765, 6.9005, 2.5297)
C (-0.4126, 6.2228, 3.6687)
H (0.2512, 4.8663, 5.7791)
H (-0.6932, 6.0272, 6.7708)
H (-1.4320, 4.4646, 6.2943)
H (-3.3354, 5.7915, 5.3309)
H (-4.2157, 6.9145, 3.2811)
H (-4.0245, 7.5210, 1.2966)
H (-4.0750, 8.6962, -0.9824)
H (-3.5994, 8.2251, -3.3810)
H (-1.7586, 6.6206, -4.0416)
H (-0.3903, 5.5930, -2.2253)
H (-1.1001, 5.7744, 0.1691)
H (-0.1793, 7.4176, 1.8297)
H (0.6378, 5.9526, 3.7589)
C (-2.0619, 10.7521, 5.2219)
C (-2.4824, 10.3851, 3.8117)
C (-1.2998, 10.3530, 2.8356)
C (-1.6638, 10.4264, 1.4217)
H (-2.7064, 8.6877, 1.2728)
C (-0.5965, 10.1690, 0.3644)
C (-0.7986, 11.4233, -0.5400)
C (-2.2641, 11.7537, -0.3394)
C (-2.7192, 11.2390, 0.8862)
H (-2.9307, 10.7926, 5.8740)
H (-1.3538, 10.0413, 5.6455)
H (-1.5920, 11.7432, 5.2423)
H (-2.9633, 9.3950, 3.7936)
H (-3.2192, 11.1234, 3.4709)
H (-0.6894, 11.2626, 3.0096)
H (-0.6215, 9.5130, 3.0579)
H (0.4183, 10.1093, 0.8131)
H (-0.7941, 9.2278, -0.1891)
H (-0.1498, 12.2255, -0.1334)
H (-0.4649, 11.2668, -1.5710)
H (-2.7554, 12.4929, -0.9830)
H (-3.6733, 11.4347, 1.4184)

Atomic forces in eV per Å
C -0.314 -0.444 -0.235
C 0.028 0.145 0.061
C 0.018 0.216 -0.442
C 0.257 -0.311 0.016
C -0.391 0.715 0.116
C -0.167 -0.974 -0.049
C -0.278 0.111 0.407
C 0.629 0.093 -0.242
C 0.320 -0.600 0.077
C 0.045 0.513 0.700
C -0.859 0.142 -0.333
C 0.493 0.276 -0.309
C -0.275 -0.226 0.015
C -0.030 0.356 -0.309
H -0.163 -0.031 0.346
H 0.008 -0.245 -0.272
H 0.518 0.278 0.104
H -0.040 0.073 0.222
H 0.670 -0.491 0.043
H 0.414 0.318 -0.105
H 0.286 -0.516 -0.218
H 0.034 -0.068 -0.061
H -0.134 0.183 0.653
H -0.099 -0.264 0.013
H -0.190 0.366 -0.425
H -0.518 -0.964 0.352
H -0.068 0.401 0.092
C 0.114 0.213 0.117
C -0.116 -0.155 -0.124
C -0.632 -0.673 0.910
C 1.278 1.198 -1.049
H -0.162 0.947 -0.098
C -0.245 0.516 0.797
C -0.178 -0.790 -0.313
C 0.563 0.009 1.686
C 0.280 -0.114 -1.295
H -0.015 -0.031 0.079
H 0.018 -0.090 -0.033
H -0.061 -0.139 -0.001
H 0.059 0.293 0.023
H 0.094 -0.167 0.056
H -0.044 -0.070 -0.343
H -0.211 0.201 -0.197
H -0.698 -0.055 -0.219
H -0.072 0.399 0.151
H -0.534 -0.156 -0.110
H -0.383 0.099 0.086
H -0.104 -0.444 0.373
H 0.854 -0.043 -0.715

Results of the natural (NBO) charge analysis, in e, for atoms 1 through 5: C -0.630; C -0.020; C -0.203; C -0.197; C -0.048


> What is the E_tot in the second record?

-1662.6198 a.u.


> What is the gap between HOMO and LUMO in the third record?

0.29458 Ha


> The highest E_tot belongs to which entry?

C22H27


> Among the records above, which one has the highest E_tot?

C22H27